No. 1
Here is 13 unconnected molecules or ions with the total composition C69H71N13O23 at a distorted geometry from the Open Molecules 2025 dataset. Energies are from the ωB97M-V functional and the def2-TZVPD basis.

highest occupied orbital energy (spin up / spin down): -2.42 / -5.95 eV
gap between HOMO and LUMO (spin up / spin down): 2.47 / 6.01 eV
charge: -1
2S+1: 2

Atoms and positions in Å:
C -3.36 2.65 6.90
O -3.80 2.59 8.07
N -4.07 2.19 5.84
C -5.39 1.52 5.95
C -3.27 1.94 4.61
H -2.36 3.02 6.63
H -5.21 0.45 5.93
H -6.16 1.77 5.22
H -6.01 1.79 6.80
H -2.77 0.98 4.57
H -4.00 2.21 3.84
H -2.41 2.58 4.46
C -5.95 0.84 0.63
O -6.35 1.39 1.64
N -6.70 0.11 -0.21
C -6.14 -0.55 -1.43
C -8.15 0.14 -0.09
H -4.90 0.76 0.31
H -6.47 -1.59 -1.49
H -5.05 -0.58 -1.38
H -6.31 -0.04 -2.37
H -8.57 0.78 0.68
H -8.47 0.55 -1.05
H -8.50 -0.86 0.14
C 1.09 4.70 -1.18
O 1.23 3.61 -1.67
N 2.22 5.48 -0.99
C 2.09 6.75 -0.31
C 3.61 5.07 -1.36
H 0.14 5.20 -0.92
H 2.53 6.79 0.69
H 1.05 7.05 -0.23
H 2.58 7.49 -0.95
H 3.70 4.08 -1.80
H 4.07 5.74 -2.09
H 4.26 5.35 -0.53
C 4.61 1.13 -4.49
C 5.88 0.81 -4.99
C 6.21 -0.52 -5.33
C 5.14 -1.49 -5.31
C 3.87 -1.09 -4.83
C 3.64 0.16 -4.32
N 5.37 -2.86 -5.65
O 4.50 -3.67 -5.38
O 6.39 -3.22 -6.20
H 4.43 2.13 -4.13
H 6.70 1.50 -4.92
H 7.23 -0.74 -5.61
H 3.12 -1.86 -4.76
H 2.67 0.36 -3.88
C 6.45 5.29 1.19
C 6.84 4.41 0.26
C 6.11 3.26 0.04
C 4.96 2.97 0.81
C 4.65 3.82 1.90
C 5.38 5.00 2.09
N 4.21 1.72 0.54
O 4.43 1.13 -0.55
O 3.36 1.35 1.34
H 6.91 6.27 1.25
H 7.72 4.55 -0.37
H 6.37 2.62 -0.79
H 3.85 3.63 2.60
H 5.19 5.72 2.88
C -3.22 4.34 -4.75
C -3.70 3.12 -5.37
C -3.53 1.88 -4.75
C -2.99 1.86 -3.43
C -2.56 3.04 -2.85
C -2.66 4.27 -3.51
N -2.93 0.62 -2.68
O -3.07 -0.47 -3.30
O -2.90 0.68 -1.46
H -3.13 5.24 -5.33
H -4.25 3.22 -6.29
H -3.89 0.96 -5.19
H -2.14 3.01 -1.85
H -2.32 5.19 -3.06
C -0.80 -3.40 3.83
C 0.29 -4.13 3.32
C 0.22 -4.62 2.04
C -0.87 -4.43 1.20
C -1.93 -3.66 1.69
C -1.90 -3.17 2.96
N -0.96 -5.06 -0.15
O -1.64 -4.61 -1.08
O -0.22 -5.98 -0.27
H -0.80 -3.02 4.84
H 1.19 -4.21 3.91
H 1.11 -5.12 1.69
H -2.76 -3.41 1.04
H -2.72 -2.61 3.39
C 4.94 -2.01 1.14
C 3.62 -1.83 1.42
C 3.12 -2.15 2.72
C 4.04 -2.61 3.71
C 5.40 -2.73 3.40
C 5.86 -2.49 2.05
N 3.61 -2.83 5.10
O 2.41 -2.62 5.44
O 4.49 -3.00 5.90
H 5.26 -1.79 0.13
H 3.02 -1.54 0.57
H 2.07 -2.09 2.97
H 6.25 -2.88 4.05
H 6.90 -2.57 1.78
C -0.13 -7.35 -7.24
C 0.23 -7.50 -5.89
C 0.72 -6.39 -5.13
C 0.94 -5.18 -5.79
C 0.61 -5.08 -7.18
C 0.08 -6.19 -7.84
N 1.42 -3.97 -5.13
O 1.44 -2.93 -5.79
O 1.74 -3.95 -3.95
H -0.36 -8.16 -7.92
H 0.18 -8.44 -5.36
H 0.98 -6.53 -4.09
H 0.81 -4.14 -7.67
H 0.02 -6.11 -8.92
C -1.18 5.34 2.53
C -1.52 6.40 3.41
C -1.14 6.17 4.77
C -0.53 4.91 5.18
C -0.24 3.95 4.29
C -0.54 4.16 2.95
N -0.11 4.77 6.59
O -0.59 5.44 7.48
O 0.75 3.90 6.84
H -1.38 5.42 1.48
H -2.00 7.35 3.21
H -1.30 6.95 5.49
H 0.23 2.99 4.44
H -0.21 3.50 2.16
C 1.21 -1.07 -1.61
C 1.32 0.21 -1.09
C 0.38 0.56 -0.12
C -0.69 -0.33 0.22
C -0.85 -1.55 -0.49
C 0.10 -1.82 -1.44
N -1.62 0.12 1.32
O -1.29 0.95 2.13
O -2.66 -0.47 1.45
H 2.01 -1.38 -2.27
H 2.16 0.80 -1.41
H 0.41 1.50 0.42
H -1.72 -2.18 -0.47
H -0.03 -2.68 -2.07
C -3.38 -3.57 -3.85
C -4.51 -3.93 -3.12
C -5.24 -5.05 -3.57
C -4.96 -5.66 -4.82
C -3.84 -5.23 -5.56
C -2.98 -4.24 -5.00
N -5.83 -6.75 -5.31
O -6.55 -7.31 -4.49
O -5.80 -7.09 -6.49
H -2.68 -2.86 -3.42
H -4.74 -3.36 -2.23
H -6.06 -5.31 -2.92
H -3.51 -5.73 -6.46
H -2.04 -3.96 -5.45
C 1.12 0.35 4.10
C -0.11 0.25 4.74
C -0.22 0.54 6.10
C 0.91 0.71 6.88
C 2.16 0.61 6.25
C 2.31 0.55 4.85
N 0.91 0.91 8.33
O -0.10 0.54 8.87
O 1.90 1.43 8.89
H 1.14 0.08 3.05
H -0.96 0.00 4.11
H -1.21 0.38 6.50
H 3.05 0.60 6.87
H 3.30 0.34 4.47

Atom charges from the Löwdin analysis, given in e for atoms 1 to 4:
1 C -0.3157
2 O -0.0293
3 N -0.1634
4 C -0.0365



No. 2
Here is 12 unconnected molecules or ions with the total composition CH23O14 at a distorted geometry from the Open Molecules 2025 dataset. Energies are from the ωB97M-V functional and the def2-TZVPD basis.

energy relative to the best compared isomer or geometry (same formula, charge and spin): 38.7 kcal/mol
highest occupied orbital energy: -7.02 eV
gap between HOMO and LUMO: 9.68 eV
charge: -1

Atoms and positions in Å:
C 5.69 28.74 -18.91
O 6.22 28.54 -17.81
O 6.43 28.59 -20.00
O 4.55 29.18 -19.00
H 5.85 29.01 -20.68
O 3.87 27.71 -15.81
H 3.21 27.04 -15.77
H 4.37 27.42 -16.59
O 4.81 26.74 -21.88
H 4.81 26.14 -22.63
H 4.00 27.27 -21.87
O 7.96 27.64 -15.84
H 7.36 27.95 -16.55
H 7.74 28.23 -15.17
O 2.69 27.38 -18.38
H 3.16 26.65 -18.73
H 3.25 28.06 -18.69
O 9.30 27.41 -20.75
H 8.75 26.93 -20.07
H 9.78 28.13 -20.33
O 7.90 26.47 -18.50
H 7.32 27.15 -18.24
H 8.30 26.23 -17.68
O 2.81 28.62 -21.12
H 2.05 29.02 -20.77
H 3.54 28.92 -20.63
O 7.05 30.89 -17.22
H 6.77 29.98 -17.49
H 6.21 31.38 -17.08
O 8.87 29.17 -18.45
H 8.33 29.91 -18.16
H 8.36 28.86 -19.18
O 4.22 30.62 -16.78
H 3.27 30.74 -16.75
H 4.37 29.90 -17.41
O 5.92 29.05 -14.72
H 5.28 28.44 -15.08
H 5.57 29.84 -15.10

Atom charges from the Löwdin analysis, given in e for atoms 1 to 4:
1 C -0.7833
2 O -0.0437
3 O 0.1509
4 O -0.0143



No. 3
Here is a gas-phase ion, C2H5N4 (charge +1) at a distorted geometry from the Open Molecules 2025 dataset. Energies are from the ωB97M-V functional and the def2-TZVPD basis.

energy relative to the best compared isomer or geometry (same formula, charge and spin): 103.7 kcal/mol
highest occupied orbital energy (spin up / spin down): -14.05 / -14.05 eV
structure (SMILES): C=CNN[N+]#N
gap between HOMO and LUMO (spin up / spin down): 7.84 / 7.84 eV
charge: +1

Atoms and positions in Å:
C -0.44 -1.23 0.36
C -0.57 -0.12 -0.36
N 0.15 1.01 -0.26
N 1.47 0.97 0.39
N 2.10 -0.04 0.05
N 2.24 -1.08 -0.39
H 0.42 -1.33 0.98
H -0.99 -2.15 0.16
H -1.44 -0.17 -1.09
H 0.17 1.85 -0.89
H 1.93 1.59 1.05

Atom charges from the Löwdin analysis, given in e for atoms 1 to 4:
1 C 0.0317
2 C -0.2227
3 N 0.0643
4 N 0.0931



No. 4
Here is a molecular structure, C20H26KN3O6P2S2 at a distorted geometry from the Open Molecules 2025 dataset. Energies are from the ωB97M-V functional and the def2-TZVPD basis.

energy relative to the best compared isomer or geometry (same formula, charge and spin): 57.6 kcal/mol
highest occupied orbital energy: -0.80 eV
gap between HOMO and LUMO: 4.76 eV
charge: -2

Atoms and positions in Å:
K -0.43 0.01 -0.48
C -3.17 2.93 1.84
P -1.87 1.61 2.00
C -0.43 2.69 1.66
C -1.89 1.61 3.86
C -0.74 0.77 4.39
P -0.04 -0.29 3.00
C 1.19 -1.10 4.12
C -1.30 -1.61 3.00
H -3.24 3.24 0.80
H -2.95 3.79 2.47
H -4.14 2.51 2.13
H -0.44 3.57 2.30
H -0.49 2.98 0.61
H 0.47 2.11 1.83
H -2.85 1.17 4.14
H -1.87 2.64 4.24
H -1.03 0.19 5.28
H 0.09 1.43 4.69
H 0.69 -1.56 4.98
H 1.90 -0.34 4.48
H 1.75 -1.86 3.57
H -1.45 -2.00 4.01
H -0.96 -2.41 2.34
H -2.24 -1.21 2.61
S -0.96 -3.35 -0.14
C 0.69 -3.76 0.14
C 0.97 -5.08 -0.22
N 1.12 -6.17 -0.57
C 1.70 -2.96 0.63
S 1.59 -1.27 1.03
C 2.97 -3.49 0.85
N 4.04 -3.87 1.08
N -4.42 -1.11 -2.22
C -3.11 -0.63 -1.76
C -3.26 0.75 -1.16
O -4.45 1.30 -1.40
O -2.41 1.32 -0.53
H -4.29 -1.71 -3.03
H -4.92 0.63 -1.96
H -4.85 -1.67 -1.49
H -2.43 -0.48 -2.61
H -2.60 -1.30 -1.07
O -0.72 1.14 -4.85
C -0.13 0.93 -3.78
O -0.64 0.70 -2.66
C 1.41 0.90 -3.81
C 2.08 0.75 -5.01
C 3.46 0.60 -5.09
C 4.14 0.63 -3.90
O 5.50 0.49 -3.67
C 5.62 0.44 -2.26
O 4.41 0.82 -1.66
C 3.48 0.80 -2.68
C 2.12 0.95 -2.61
H 1.48 0.74 -5.91
H 3.97 0.46 -6.03
H 6.42 1.12 -1.93
H 5.87 -0.60 -1.95
H 1.61 1.07 -1.67

Atom charges from the Löwdin analysis, given in e for atoms 1 to 4:
1 K 0.5554
2 C -0.2887
3 P 0.8122
4 C -0.2937



No. 5
Here is 2 unconnected molecules or ions with the total composition C4H7ClN2 at a distorted geometry from the Open Molecules 2025 dataset. Energies are from the ωB97M-V functional and the def2-TZVPD basis.

energy relative to the best compared isomer or geometry (same formula, charge and spin): 77.7 kcal/mol
highest occupied orbital energy (spin up / spin down): -7.14 / -10.19 eV
gap between HOMO and LUMO (spin up / spin down): 7.24 / 7.94 eV
charge: 0
2S+1: 3

Atoms and positions in Å:
C -1.61 -0.16 -1.44
C 1.70 -0.55 1.24
C -0.58 0.55 0.61
C 0.81 0.25 0.24
N -2.76 0.55 -1.99
N -3.04 -0.54 -1.54
Cl -0.47 -0.71 -2.65
H 2.66 -0.47 0.88
H 1.35 -1.54 1.51
H 1.66 0.03 2.17
H -0.88 1.49 0.18
H -0.88 0.17 1.54
H 0.72 -0.24 -0.76
H 1.32 1.18 0.02

Atom charges from the Löwdin analysis, given in e for atoms 1 to 4:
1 C -0.6659
2 C -0.0863
3 C -0.0634
4 C -0.3517



No. 6
Here is a molecular structure, C23H27N7O2S2 at a distorted geometry from the Open Molecules 2025 dataset. Energies are from the ωB97M-V functional and the def2-TZVPD basis.

highest occupied orbital energy: -8.07 eV
gap between HOMO and LUMO: 7.85 eV
charge: 0

Atoms and positions in Å:
C 2.37 3.67 -1.55
C 1.22 2.63 -1.39
N 0.63 2.22 -0.30
N -0.16 1.36 -0.44
C -0.35 1.06 -1.74
S -1.35 -0.27 -2.03
C -0.28 -1.36 -3.04
H 0.12 -0.86 -3.88
H -1.21 -1.99 -3.85
C 0.31 -2.43 -2.30
N 1.33 -2.05 -1.48
C 1.28 -1.62 -0.26
N 2.15 -0.46 0.16
C 2.86 -0.46 -0.88
C 2.27 -1.06 -2.09
C 2.97 -0.95 -3.24
O 2.49 -1.36 -4.25
N 3.95 0.03 -3.28
C 4.25 0.67 -2.31
O 5.31 1.56 -2.46
N 3.86 0.54 -1.16
C 4.53 1.14 0.14
H 5.11 1.87 -0.22
H 3.66 1.66 0.69
H 4.67 0.43 0.58
H 4.19 0.15 -4.20
N 0.46 -1.81 0.87
C 0.29 -1.39 2.07
H 1.14 -1.65 2.89
C -1.09 -1.18 2.65
H -1.33 -0.39 3.08
H -1.36 -2.01 3.11
C -2.05 -1.31 1.38
C -1.88 -2.52 0.67
C -0.40 -3.06 0.80
H -0.34 -3.86 1.79
H -0.28 -3.80 -0.11
H -2.05 -2.63 -0.15
H -2.53 -3.42 1.18
C -3.35 -1.11 1.71
C -3.62 0.52 2.33
C -3.24 1.38 1.33
C -3.51 2.85 1.59
C -3.83 3.26 2.94
C -4.03 2.05 3.73
C -4.07 0.85 3.55
H -4.11 0.10 4.28
H -4.37 2.48 5.01
H -4.09 4.08 3.17
H -3.34 3.52 0.85
H -3.32 1.21 0.17
H -4.16 -1.18 0.80
H -4.04 -1.68 2.53
H -1.68 -0.43 0.77
H 0.68 -0.17 2.04
H -0.26 -3.23 -1.58
H 0.89 -3.01 -3.10
S 0.86 1.65 -2.85
H 2.54 4.03 -0.65
H 2.06 4.42 -2.01
H 3.19 3.35 -2.08

Atom charges from the Löwdin analysis, given in e for atoms 1 to 4:
1 C -0.0211
2 C -0.4756
3 N -0.0460
4 N -0.0843



No. 7
Here is C10H20N2O4 in the gas phase at a distorted geometry from the Open Molecules 2025 dataset. Energies are from the ωB97M-V functional and the def2-TZVPD basis.

energy relative to the best compared isomer or geometry (same formula, charge and spin): 34.7 kcal/mol
highest occupied orbital energy: -9.74 eV
structure (SMILES): CC(C)C[C@H](NC(=O)[C@@H](N)[C@@H](C)O)C(=O)O
gap between HOMO and LUMO: 10.26 eV
charge: 0

Atoms and positions in Å:
C -1.20 3.55 -2.04
C -0.82 2.19 -2.63
C 0.02 2.51 -3.83
C -0.03 1.24 -1.77
C -0.85 0.57 -0.63
N 0.10 -0.15 0.25
C -0.08 -0.34 1.56
O -1.08 0.09 2.17
C 1.10 -1.24 2.22
N 0.94 -1.32 3.65
C 1.07 -2.70 1.74
C 2.12 -3.42 2.61
O -0.21 -3.18 1.99
C -1.93 -0.41 -1.04
O -2.04 -0.83 -2.14
O -2.73 -0.69 -0.02
H -0.26 4.05 -1.79
H -1.80 4.12 -2.73
H -1.74 3.47 -1.11
H -1.77 1.67 -2.95
H 0.33 1.62 -4.42
H -0.50 3.20 -4.55
H 0.97 3.00 -3.42
H 0.44 0.42 -2.37
H 0.77 1.85 -1.27
H -1.36 1.33 0.06
H 0.61 -0.87 -0.30
H 2.08 -0.77 1.95
H 0.24 -0.62 3.90
H 1.78 -1.35 4.25
H 1.38 -2.94 0.68
H 3.07 -2.88 2.61
H 2.38 -4.40 2.09
H 1.77 -3.63 3.64
H -0.39 -2.86 2.85
H -2.36 -0.29 0.81

Atom charges from the Löwdin analysis, given in e for atoms 1 to 4:
1 C -0.0715
2 C -0.4705
3 C -0.1072
4 C -0.1325



No. 8
Here is 2 unconnected molecules or ions with the total composition H3O3P at a distorted geometry from the Open Molecules 2025 dataset. Energies are from the ωB97M-V functional and the def2-TZVPD basis.

energy relative to the best compared isomer or geometry (same formula, charge and spin): 21.3 kcal/mol
highest occupied orbital energy: -10.88 eV
structure (SMILES): O=PO.O
gap between HOMO and LUMO: 10.74 eV
charge: 0

Atoms and positions in Å:
O 1.99 -0.10 0.40
P 1.64 0.74 1.55
O 0.00 0.77 1.58
H -0.46 0.21 0.83
O -1.34 -0.28 -1.42
H -0.45 -0.26 -1.97
H -1.38 -1.07 -0.97

Atom charges from the Löwdin analysis, given in e for atoms 1 to 4:
1 O -0.4906
2 P 0.7730
3 O -0.3832
4 H 0.0773